{
  "formula": "C56H67BrI2N11NbO2P",
  "method": "wB97M-V/def2-TZVPD",
  "orbital_gap_ev": 5.73,
  "total_charge": -1,
  "largest_force_ev_per_a": 1.2,
  "symbols": ["C", "O", "C", "Nb", "N", "I", "I", "C", "C", "C", "Br", "P", "C", "O", "H", "H", "H", "H", "H", "H", "H", "H", "H", "H", "H", "H", "H", "H", "H", "H", "H", "N", "C", "C", "C", "C", "C", "H", "H", "H", "H", "H", "N", "C", "C", "C", "C", "C", "H", "H", "H", "H", "H", "N", "C", "C", "C", "C", "C", "H", "H", "H", "H", "H", "N", "C", "C", "C", "C", "C", "H", "H", "H", "H", "H", "N", "C", "C", "C", "C", "C", "H", "H", "H", "H", "H", "N", "C", "C", "C", "C", "C", "H", "H", "H", "H", "H", "N", "C", "C", "C", "C", "C", "H", "H", "H", "H", "H", "N", "C", "C", "C", "C", "C", "H", "H", "H", "H", "H", "N", "C", "C", "C", "C", "C", "H", "H", "H", "H", "H", "N", "C", "C", "C", "C", "C", "H", "H", "H", "H", "H"],
  "positions_angstrom": [[1.66030, -1.21581, 0.51840], [0.27403, -1.03225, 0.65403], [-0.32322, -0.62180, -0.55129], [-2.46371, -0.04279, -0.75592], [-2.69429, -0.71979, -2.55826], [-2.66561, -2.58337, 0.56088], [-2.17077, 1.27177, 1.67971], [-2.04727, 1.90130, -1.82950], [-1.72751, 3.19383, -1.16328], [-2.94698, 3.93042, -0.61808], [-0.81988, 4.46197, -2.52811], [-5.01823, 0.10173, -0.36152], [-5.84190, -1.45502, -0.82633], [-5.54468, 0.25297, 1.20769], [2.04134, -1.61016, 1.46169], [1.90094, -1.92682, -0.28120], [2.16800, -0.26439, 0.29502], [0.22088, 0.26413, -0.93613], [-0.21936, -1.43694, -1.29588], [-3.38321, -0.26364, -3.15624], [-1.84846, -0.81528, -3.11663], [-1.24324, 1.60578, -2.51211], [-2.94785, 2.03790, -2.44418], [-0.92442, 3.13131, -0.43583], [-3.75677, 3.21606, -0.45503], [-3.29943, 4.68993, -1.31659], [-2.72821, 4.41495, 0.33443], [-6.88903, -1.29965, -1.09825], [-5.31392, -1.89349, -1.67777], [-5.77313, -2.16134, 0.00332], [-6.22210, 0.91644, 1.28741], [4.37660, -2.44449, -1.40023], [5.03592, -1.30724, -1.60244], [5.84683, -1.08398, -2.70664], [5.98007, -2.08890, -3.65233], [5.29598, -3.27880, -3.45442], [4.51266, -3.40137, -2.31376], [4.90375, -0.53447, -0.85263], [6.35143, -0.13349, -2.82243], [6.60492, -1.93607, -4.52310], [5.35039, -4.10469, -4.15173], [3.96128, -4.31842, -2.13140], [-8.17766, -3.90514, 0.17999], [-8.44587, -3.29091, 1.32716], [-8.85602, -3.96212, 2.47162], [-8.98729, -5.34000, 2.41854], [-8.70781, -5.99259, 1.22796], [-8.30810, -5.22763, 0.14058], [-8.31066, -2.21459, 1.34048], [-9.04919, -3.41058, 3.38221], [-9.28889, -5.89972, 3.29548], [-8.76740, -7.06930, 1.15248], [-8.06203, -5.70636, -0.80143], [5.27162, -6.35800, -4.92056], [4.00982, -6.66633, -5.20710], [3.64836, -7.76802, -5.97053], [4.64980, -8.58910, -6.46209], [5.96796, -8.27588, -6.16912], [6.22607, -7.15317, -5.39584], [3.24883, -6.00379, -4.80867], [2.60434, -7.96944, -6.16830], [4.40781, -9.45756, -7.06129], [6.78535, -8.88656, -6.52859], [7.24642, -6.88328, -5.14576], [8.71563, -0.44719, -5.25546], [8.66687, -0.24386, -6.56958], [8.67784, 1.01582, -7.15090], [8.73716, 2.12590, -6.32384], [8.78226, 1.92782, -4.95322], [8.76937, 0.62726, -4.47082], [8.61450, -1.12936, -7.19463], [8.63696, 1.11630, -8.22704], [8.74479, 3.12551, -6.73851], [8.82539, 2.75981, -4.26368], [8.80619, 0.44046, -3.40273], [-0.30354, 5.35867, 3.72414], [-1.36709, 4.56334, 3.63688], [-2.58693, 4.85874, 4.23806], [-2.70803, 6.03132, 4.96300], [-1.60486, 6.86736, 5.06148], [-0.43431, 6.48288, 4.42367], [-1.28456, 3.64569, 3.06736], [-3.41177, 4.16707, 4.12370], [-3.64116, 6.29397, 5.44759], [-1.65731, 7.78566, 5.62989], [0.44645, 7.11577, 4.48037], [-2.04342, 9.04028, 7.88411], [-0.96747, 9.77664, 7.61965], [-0.36429, 10.60923, 8.55197], [-0.90411, 10.68013, 9.82610], [-2.02339, 9.91537, 10.11405], [-2.55073, 9.11603, 9.11032], [-0.56208, 9.70143, 6.61613], [0.51055, 11.18315, 8.27781], [-0.45919, 11.31632, 10.58041], [-2.48106, 9.92939, 11.09389], [-3.42838, 8.50808, 9.30375], [-3.61701, 2.89920, 10.08650], [-3.11502, 3.01723, 8.85907], [-2.96991, 4.23254, 8.20237], [-3.36825, 5.38774, 8.85547], [-3.89505, 5.27664, 10.13282], [-3.99647, 4.01569, 10.70199], [-2.81267, 2.09805, 8.37003], [-2.54996, 4.26923, 7.20594], [-3.27050, 6.35210, 8.37141], [-4.22392, 6.14701, 10.68649], [-4.40371, 3.90058, 11.70114], [13.37295, -0.64751, -4.46684], [12.11978, -0.98888, -4.75884], [11.78361, -2.07915, -5.55101], [12.80837, -2.84827, -6.07750], [14.11818, -2.50205, -5.78506], [14.34617, -1.39849, -4.97585], [11.33917, -0.36615, -4.33972], [10.74260, -2.30048, -5.74186], [12.59058, -3.70589, -6.70168], [14.95189, -3.07341, -6.17106], [15.36089, -1.10646, -4.72697], [-4.11027, 2.08269, -4.89262], [-3.60367, 3.31358, -4.86141], [-3.70220, 4.20218, -5.92561], [-4.35925, 3.79754, -7.07463], [-4.89253, 2.51790, -7.11466], [-4.74047, 1.70389, -6.00118], [-3.08414, 3.61551, -3.95950], [-3.26307, 5.18718, -5.83848], [-4.45441, 4.46342, -7.92344], [-5.41559, 2.15099, -7.98804], [-5.14719, 0.69783, -6.00337], [-7.28992, -8.78079, 2.55240], [-6.04643, -9.04010, 2.15834], [-5.00820, -9.31653, 3.03717], [-5.27531, -9.32517, 4.39589], [-6.56761, -9.05540, 4.81803], [-7.53438, -8.78805, 3.85990], [-5.86271, -9.01387, 1.09009], [-4.01426, -9.50823, 2.65661], [-4.49017, -9.52934, 5.11235], [-6.82581, -9.04141, 5.86842], [-8.55211, -8.56408, 4.16251]],
  "atomic_forces_ev_per_a": [[-0.001, -0.052, -0.050], [-0.083, 0.095, -0.014], [-0.066, 0.038, 0.260], [0.177, -0.166, 0.710], [-0.299, 0.359, -1.095], [-0.097, -0.282, 0.135], [-0.110, 0.221, 0.209], [0.091, 0.275, -0.141], [-0.062, -0.005, 0.036], [-0.026, 0.054, 0.053], [0.067, 0.084, 0.078], [0.458, -0.004, 0.071], [0.012, -0.107, -0.167], [0.234, -0.439, 0.131], [-0.036, 0.037, -0.007], [0.002, 0.022, 0.030], [-0.011, -0.043, 0.002], [-0.102, 0.001, -0.054], [-0.039, 0.118, -0.094], [-0.021, -0.130, -0.053], [-0.084, -0.318, 0.044], [0.005, 0.042, 0.029], [0.103, -0.110, -0.001], [-0.031, -0.053, -0.041], [0.062, 0.004, 0.041], [-0.003, -0.066, -0.018], [0.016, 0.027, -0.059], [0.024, -0.011, 0.063], [-0.037, 0.014, 0.023], [0.038, 0.004, -0.034], [-0.230, 0.428, -0.037], [0.006, -0.029, 0.087], [0.023, -0.017, -0.094], [-0.014, 0.033, 0.020], [-0.041, 0.002, 0.000], [-0.064, 0.056, 0.032], [0.029, 0.012, -0.073], [-0.011, -0.016, 0.014], [-0.001, -0.006, -0.011], [0.027, -0.027, 0.015], [0.082, 0.033, 0.026], [0.007, 0.006, 0.028], [-0.030, 0.056, -0.155], [0.006, -0.063, 0.066], [0.017, 0.027, -0.005], [0.010, -0.002, -0.006], [0.011, 0.038, -0.031], [0.004, -0.045, 0.136], [0.014, -0.002, -0.023], [0.000, -0.010, -0.001], [-0.004, -0.001, -0.004], [0.011, -0.001, 0.015], [-0.026, 0.026, -0.019], [0.021, 0.025, -0.003], [-0.001, -0.070, -0.042], [-0.013, 0.016, 0.015], [0.007, 0.020, 0.014], [0.016, 0.001, 0.006], [-0.058, -0.078, -0.042], [0.019, 0.015, 0.007], [0.007, -0.007, -0.005], [0.001, 0.001, 0.001], [-0.009, -0.003, -0.002], [-0.009, 0.022, 0.008], [-0.013, -0.063, -0.021], [0.001, 0.100, -0.019], [-0.008, -0.008, -0.004], [-0.001, -0.029, 0.013], [0.000, -0.001, 0.015], [-0.012, 0.038, -0.018], [0.009, -0.017, 0.027], [-0.001, 0.008, 0.005], [0.000, -0.001, 0.001], [-0.001, 0.003, -0.011], [0.002, -0.025, -0.006], [0.091, -0.053, -0.049], [-0.244, 0.071, 0.120], [-0.001, -0.036, -0.027], [0.011, 0.016, 0.011], [-0.009, -0.049, -0.018], [-0.054, 0.059, 0.055], [0.226, 0.044, -0.058], [-0.006, 0.014, 0.000], [-0.005, -0.001, -0.011], [-0.003, -0.007, 0.009], [0.012, -0.021, -0.014], [-0.003, -0.031, -0.065], [0.020, 0.044, 0.086], [0.009, -0.001, -0.017], [-0.010, -0.026, -0.013], [0.027, -0.003, -0.026], [-0.034, 0.033, 0.068], [-0.024, -0.024, -0.007], [-0.004, 0.002, 0.009], [-0.001, 0.000, -0.001], [0.003, 0.009, -0.002], [-0.001, 0.010, 0.003], [-0.010, -0.061, 0.040], [0.005, 0.078, -0.035], [0.028, -0.007, 0.017], [-0.014, -0.021, -0.048], [-0.005, 0.021, 0.020], [0.015, 0.056, -0.050], [-0.008, -0.014, 0.025], [-0.010, -0.010, 0.001], [0.040, -0.013, -0.017], [0.005, 0.002, -0.007], [0.003, -0.027, -0.003], [0.021, 0.056, 0.014], [0.015, -0.068, -0.014], [0.044, 0.059, -0.014], [-0.030, -0.025, 0.008], [0.016, 0.012, 0.012], [-0.033, -0.058, -0.047], [0.011, 0.007, 0.013], [-0.002, -0.008, 0.027], [0.001, 0.003, 0.000], [-0.008, -0.002, -0.002], [-0.011, 0.021, 0.015], [0.024, -0.074, 0.081], [-0.035, 0.059, -0.107], [0.005, 0.008, 0.032], [-0.003, -0.028, 0.017], [0.001, -0.012, 0.012], [-0.017, 0.047, -0.075], [-0.004, -0.086, 0.001], [-0.004, -0.005, -0.010], [0.000, -0.001, 0.001], [0.002, 0.006, 0.003], [0.008, -0.002, 0.021], [-0.102, -0.038, -0.048], [0.057, 0.025, 0.075], [0.002, 0.003, -0.028], [-0.022, 0.006, -0.012], [-0.007, 0.019, 0.002], [0.090, -0.021, 0.047], [-0.029, -0.002, -0.004], [0.000, 0.006, 0.011], [-0.001, 0.002, -0.001], [0.008, -0.001, -0.003], [-0.010, -0.016, -0.031]]
}